Formula: C53H81F7N2O24S2
Source: OMol25
Level of theory: ωB97M-V/def2-TZVPD

Results
* F_max: 3.1 eV/A
* highest occupied orbital energy: -0.317 Ha
* multiplicity: 1
* orbital gap: 8.17 eV
* charge: 0
* total energy: -5478.83514 hartree

XYZ file:
```
169
Properties=species:S:1:pos:R:3:forces:R:3:mulliken_charge:R:1
C -1.285711 2.585700 2.859488 -0.1 1.0 -0.3 -0.910
C -1.646180 4.063314 2.524351 0.4 -0.4 0.8 -0.453
C -0.394049 4.919433 2.191029 -0.8 0.6 -0.3 -0.327
C -0.251982 5.257016 0.684308 0.9 0.1 0.6 -1.003
C 0.572764 4.231435 -0.114970 -1.2 -0.4 -0.6 0.593
C 0.999932 4.743448 -1.511955 0.4 0.5 0.8 -0.972
C 2.312185 5.579790 -1.497031 0.4 -0.3 -0.7 -0.682
C 3.380826 4.994542 -2.471391 0.1 -0.9 1.3 -1.352
C 3.979277 3.725890 -1.787013 0.8 0.4 -0.9 0.771
C 5.384953 3.334754 -2.379219 -1.3 -0.4 0.3 -1.430
C 5.147503 2.352894 -3.509026 0.7 0.4 0.3 0.134
C 5.022094 2.850872 -4.802281 -0.2 0.0 -0.5 -0.565
C 4.792780 2.016149 -5.893051 0.0 -0.2 0.3 -1.008
C 4.724823 0.645200 -5.687103 -0.1 0.3 -0.1 -0.358
C 4.853413 0.130655 -4.398969 0.0 0.0 -0.7 -0.295
C 5.046645 0.966078 -3.304079 -0.3 -0.4 -0.1 0.935
S 5.163732 0.162302 -1.690910 -0.1 0.1 -0.2 -0.330
C 3.992222 -1.191103 -1.909443 0.5 0.7 0.0 -0.004
C 3.940278 -1.730442 -3.191862 -0.3 -0.6 -0.3 -0.460
C 3.033824 -2.766245 -3.486959 0.4 0.6 1.1 0.405
N 2.997812 -3.270884 -4.834412 -1.5 0.8 0.6 -0.647
C 2.415845 -2.496026 -5.596998 1.8 0.3 -1.5 0.655
O 2.123393 -1.773811 -6.466985 -0.6 -0.7 0.9 -0.436
C 2.209051 -3.253921 -2.471441 -0.2 -1.0 -1.1 0.732
C 1.222499 -4.367147 -2.860846 0.0 1.1 0.7 -1.961
C 2.279870 -2.753437 -1.169886 0.2 -0.2 0.9 -0.042
C 1.354236 -3.345364 -0.120251 -0.8 0.4 0.0 -1.146
C 0.147017 -2.372592 0.051578 -0.2 -0.6 -0.4 0.932
C -0.949840 -2.926217 1.002591 0.1 0.2 -0.9 -0.823
C -2.345729 -2.770572 0.361800 -0.5 0.5 0.7 -0.560
C -2.642532 -1.332144 -0.157056 0.7 -0.6 -0.8 -0.933
C 3.179574 -1.702392 -0.865719 -0.5 0.3 -1.1 -0.437
S 3.347801 -1.044107 0.779790 2.4 -1.4 1.5 1.377
O 4.756078 -0.960443 1.078700 0.2 0.9 -1.0 -0.658
O 2.676945 -1.818885 1.780699 -1.3 0.2 -0.6 -0.381
C 2.682837 0.689532 0.975743 -1.3 -0.5 0.0 0.559
F 2.772207 1.408425 -0.145694 0.4 0.2 0.3 0.000
F 1.352598 0.535801 1.207052 0.3 0.0 0.0 -0.330
C 3.262509 1.445347 2.241415 -0.3 0.6 0.2 0.695
F 2.235263 2.172685 2.741794 0.1 0.0 -0.3 -0.146
F 3.631913 0.641710 3.255506 0.2 0.2 -1.5 -0.295
C 4.418208 2.469619 1.925403 0.6 -0.3 1.6 0.590
F 5.190246 2.116106 0.910112 -0.5 0.3 -0.3 -0.199
F 5.213945 2.511306 3.014052 -0.2 0.0 -0.2 -0.306
F 3.905956 3.692186 1.796595 0.2 -0.2 -0.8 -0.251
N 4.776441 -1.295327 -4.270950 0.2 0.2 0.8 -0.161
H -0.789881 2.603193 3.839786 0.1 -0.3 -0.3 0.328
H -2.177727 1.952224 2.926623 0.3 0.0 -0.1 0.409
H -0.591135 2.235494 2.085936 -0.2 -0.3 0.3 -0.015
H -2.414292 4.134810 1.742202 0.3 0.0 0.1 0.379
H -2.087412 4.492578 3.436607 -0.1 -0.1 -0.3 0.235
H -0.532276 5.882912 2.707853 0.1 -0.3 -0.1 0.244
H 0.532399 4.486153 2.592230 -0.2 -0.1 -0.1 0.107
H 0.259596 6.231712 0.608395 -0.1 -0.2 0.0 0.391
H -1.260468 5.402398 0.270318 0.3 -0.1 -0.1 0.328
H 1.417911 3.838134 0.465492 0.0 0.3 -0.1 -0.429
H -0.091038 3.364599 -0.299549 0.3 0.1 0.2 0.312
H 1.132205 3.864716 -2.156425 -0.2 0.4 -0.1 0.410
H 0.197017 5.406481 -1.867186 0.1 -0.6 -0.3 0.451
H 2.158430 6.632271 -1.765453 -0.2 -0.2 0.3 0.449
H 2.753670 5.524364 -0.489579 -0.1 0.3 -0.2 0.321
H 4.219777 5.688655 -2.625858 -0.5 0.1 -0.2 0.578
H 2.938623 4.662937 -3.421853 0.1 0.5 0.1 0.323
H 4.127747 3.922576 -0.722703 -0.3 -0.1 -0.1 0.047
H 3.311754 2.880589 -1.984894 0.0 0.1 0.6 0.000
H 5.972654 2.866139 -1.579774 0.1 0.2 -0.3 0.332
H 5.865655 4.259645 -2.722193 0.2 -0.4 0.0 0.723
H 5.069680 3.924581 -4.987782 0.1 -0.2 0.3 0.443
H 4.665000 2.421545 -6.895063 0.1 0.0 0.2 0.391
H 4.544856 -0.017018 -6.531121 0.1 0.0 0.3 0.432
H 0.215624 -3.932283 -2.747687 0.1 -0.4 -0.1 0.335
H 1.326831 -5.193912 -2.152714 -0.1 -0.1 -0.5 0.367
H 1.359086 -4.661607 -3.900873 0.1 -0.2 0.3 0.445
H 1.840610 -3.573839 0.829820 0.0 0.2 -0.3 0.271
H 0.901208 -4.282036 -0.466222 0.4 0.2 -0.1 0.609
H -0.307406 -2.316384 -0.954898 0.2 0.1 0.2 0.266
H 0.471564 -1.355798 0.288044 -0.1 -0.3 0.1 -0.432
H -0.921843 -2.409949 1.970027 0.1 -0.3 -0.1 0.308
H -0.752881 -4.004976 1.102987 -0.1 0.3 0.5 0.375
H -3.109495 -3.006836 1.119190 0.2 -0.2 -0.2 0.422
H -2.478003 -3.499210 -0.451449 0.1 0.2 0.2 0.301
H -3.679601 -1.020751 -0.006544 0.3 0.0 0.2 0.370
H -1.918453 -0.600498 0.229222 -0.5 -0.1 0.2 0.101
H -2.463773 -1.344056 -1.245278 -0.2 0.2 0.3 0.259
H 5.710346 -1.686186 -4.144991 -0.1 0.0 -0.1 0.279
C -6.656219 -5.949628 -1.732202 -0.1 -0.1 0.3 -0.596
O -6.720913 -5.456986 -3.072223 0.0 0.0 0.0 -0.320
C -5.567310 -4.972111 -3.530795 -0.1 0.0 -0.1 0.808
O -4.530075 -4.925634 -2.922277 0.1 0.0 0.0 -0.541
O -5.761357 -4.547512 -4.779746 0.0 0.0 0.0 -0.332
C -4.597301 -3.997364 -5.398611 0.2 0.2 -0.2 -0.601
H -7.645966 -6.314913 -1.471526 -0.1 0.1 -0.2 0.230
H -5.948803 -6.774549 -1.659545 0.1 0.1 0.0 0.291
H -6.385519 -5.151777 -1.042401 0.1 0.0 0.0 0.272
H -3.809413 -4.745810 -5.469349 0.0 0.0 0.1 0.278
H -4.247139 -3.123643 -4.850222 0.1 -0.1 0.1 0.292
H -4.875517 -3.689593 -6.403140 -0.2 -0.1 0.1 0.213
C 3.782297 -2.993386 9.023676 0.1 -0.1 0.3 -0.708
O 2.975509 -2.853112 7.855515 0.0 0.0 0.0 -0.291
C 3.547621 -2.157031 6.868356 -0.1 -0.1 0.0 0.669
O 4.643857 -1.662796 6.895394 0.0 0.0 0.0 -0.548
O 2.689109 -2.113087 5.852403 0.0 -0.1 0.0 -0.245
C 3.161186 -1.395792 4.700536 -0.1 -0.2 0.3 -0.616
H 3.207390 -3.573748 9.740685 -0.1 0.0 -0.2 0.215
H 4.702140 -3.529119 8.793857 0.0 0.1 0.0 0.318
H 4.006533 -2.018788 9.455644 0.1 0.0 -0.1 0.312
H 4.055549 -1.868773 4.298078 0.0 0.1 0.0 0.332
H 3.353389 -0.366125 4.960963 0.1 -0.1 0.4 0.344
H 2.379183 -1.435564 3.956077 -0.2 -0.1 0.2 0.232
C 4.206005 10.629522 -4.222048 -0.1 0.0 -0.3 -0.606
O 4.700785 11.257863 -3.039228 0.0 0.0 0.0 -0.321
C 4.708198 10.469586 -1.963502 0.0 0.1 0.0 0.819
O 4.344493 9.323612 -1.925323 0.0 0.0 0.0 -0.510
O 5.188652 11.172669 -0.937724 0.0 0.0 0.0 -0.319
C 5.253610 10.446635 0.290550 0.1 -0.1 0.3 -0.611
H 4.250750 11.367523 -5.018707 0.1 0.1 0.2 0.211
H 4.828267 9.778244 -4.494601 -0.1 -0.1 0.1 0.280
H 3.171188 10.317571 -4.088004 0.1 -0.1 0.1 0.283
H 5.917031 9.588269 0.195470 -0.1 -0.1 -0.1 0.280
H 4.259963 10.127455 0.601778 0.0 -0.1 -0.1 0.285
H 5.657299 11.122146 1.040184 0.0 0.1 -0.2 0.211
C -4.786794 -7.139999 -9.384931 -0.2 -0.2 0.1 -0.650
O -4.175352 -5.871443 -9.144569 0.0 0.0 0.1 -0.244
C -3.319115 -5.486560 -10.092231 0.0 0.1 0.1 0.743
O -3.040346 -6.103316 -11.085470 0.0 0.0 0.0 -0.539
O -2.825715 -4.296204 -9.743964 0.0 0.0 0.0 -0.275
C -1.886338 -3.756704 -10.675109 0.2 0.2 -0.1 -0.647
H -5.454448 -7.335820 -8.549811 0.1 0.2 0.1 0.206
H -5.369788 -7.118041 -10.304346 0.1 0.0 -0.1 0.293
H -4.035599 -7.927227 -9.427675 0.0 0.0 -0.1 0.306
H -2.353741 -3.600678 -11.646170 0.0 -0.1 0.0 0.295
H -1.020198 -4.409940 -10.769809 -0.1 -0.1 -0.1 0.296
H -1.561913 -2.796604 -10.282177 -0.1 -0.1 0.2 0.217
C -0.807867 -7.265033 9.328927 -0.1 -0.1 0.2 -0.636
O -0.866653 -6.814260 7.976419 0.0 0.0 0.0 -0.325
C 0.284121 -6.314728 7.515944 -0.1 0.1 -0.1 0.800
O 1.311046 -6.226548 8.135920 0.0 0.0 0.0 -0.541
O 0.093072 -5.934536 6.254094 -0.1 -0.1 0.0 -0.320
C 1.250762 -5.373899 5.627288 0.2 0.2 -0.2 -0.426
H -1.794417 -7.644519 9.582882 0.0 0.1 -0.2 0.214
H -0.082244 -8.070309 9.435326 0.1 0.1 0.0 0.291
H -0.563747 -6.441699 9.998847 0.1 0.0 0.0 0.294
H 2.057099 -6.105501 5.586472 0.0 0.0 0.1 0.313
H 1.574483 -4.475740 6.149982 0.1 -0.1 0.1 0.200
H 0.972296 -5.105152 4.611141 -0.2 -0.1 0.1 0.146
C -5.761015 6.616035 4.844616 -0.2 -0.2 0.0 -0.605
O -5.120386 7.875254 5.053032 0.0 0.0 0.0 -0.325
C -4.157277 8.150218 4.172629 0.0 0.1 0.1 0.829
O -3.810616 7.445076 3.262258 0.0 0.0 0.0 -0.532
O -3.644931 9.343403 4.477551 0.0 0.0 0.0 -0.322
C -2.593776 9.767406 3.609199 0.2 0.2 -0.1 -0.607
H -6.517599 6.510469 5.617779 0.1 0.2 0.1 0.226
H -6.246244 6.587854 3.870053 0.1 0.0 0.0 0.284
H -5.045471 5.800211 4.937574 0.0 0.0 -0.1 0.273
H -2.954699 9.862808 2.586108 0.0 -0.1 0.0 0.286
H -1.754601 9.074465 3.653967 -0.1 -0.1 -0.1 0.270
H -2.264176 10.742427 3.958618 -0.1 0.0 0.1 0.225
C -10.765093 -5.866538 2.818166 -0.3 0.1 0.0 -0.645
O -9.453256 -5.973909 2.263731 0.0 0.0 0.0 -0.291
C -8.531410 -6.415548 3.121860 0.0 0.0 -0.1 0.738
O -8.721333 -6.713803 4.270612 0.0 0.0 0.0 -0.539
O -7.362565 -6.468128 2.481073 0.0 0.0 -0.1 -0.223
C -6.272961 -6.927917 3.283455 0.3 -0.1 0.1 -0.655
H -11.416798 -5.500731 2.028941 0.2 0.0 -0.1 0.216
H -11.123815 -6.840093 3.148916 0.1 0.0 0.1 0.296
H -10.776975 -5.155811 3.643120 0.0 -0.1 0.1 0.294
H -6.453594 -7.943661 3.631877 -0.1 0.1 0.1 0.302
H -6.106609 -6.259021 4.126320 -0.1 -0.1 0.1 0.299
H -5.387905 -6.924759 2.652426 -0.1 0.1 -0.1 0.208
```
Positions in Å, forces in eV/Å.